Entry 1:
2 unconnected molecules or ions with the total composition H5NO, computed with wB97M-V/def2-TZVPD.

```
7
Properties=species:S:1:pos:R:3:forces:R:3:nbo_charge:R:1
O -6.994748 1.532648 2.841166 0.188 -1.086 0.567 -0.940
N 0.000000 0.000000 0.000000 -0.443 -0.099 0.206 -1.069
H -0.309592 -0.957695 -0.193924 0.131 0.480 0.109 0.356
H -7.665751 0.964161 3.282580 0.755 0.590 -0.468 0.470
H 0.014686 0.107787 1.019210 -0.032 -0.059 -0.505 0.356
H -0.729162 0.626597 -0.355418 0.344 -0.322 0.190 0.357
H -6.146047 1.047549 2.953607 -0.944 0.496 -0.099 0.469
```
Forces are in eV/Å.

As for the multiplicity: 1. As for the gap between HOMO and LUMO: 11.16 eV. Its highest occupied orbital energy is -0.37504 hartree.

Entry 2:
A molecular structure, H5NO2P2, computed with wB97M-V/def2-TZVPD.

```
10
Properties=species:S:1:pos:R:3:forces:R:3:nbo_charge:R:1
P -1.482206 0.794771 0.545376 2.649 -1.821 -1.208 1.540
P 1.381275 0.906320 -0.033917 -0.816 1.457 -1.334 0.679
O -2.420542 0.567403 -0.732089 -0.125 -0.383 -0.107 -1.010
O -0.225222 1.612257 -0.182593 -0.210 -1.791 1.168 -1.087
N -0.535912 -1.244050 0.230735 -1.231 2.633 -0.254 -1.240
H -1.438302 -1.570742 -0.145802 0.912 -0.704 0.663 0.354
H 1.883052 2.271458 -0.022552 0.175 -0.772 0.374 -0.059
H 0.009092 -1.908783 0.820701 -1.291 0.885 -0.280 0.381
H 1.419871 0.699746 1.342063 -0.025 0.198 0.662 -0.072
H -1.969633 0.181979 -1.509855 -0.037 0.299 0.316 0.514
```
Forces are in eV/Å.

As for the multiplicity: 1. As for the gap between HOMO and LUMO: 9.01 eV. Its highest occupied orbital energy is -0.31688 hartree.

Entry 3:
2 unconnected molecules or ions with the total composition H5NO5PS, computed with wB97M-V/def2-TZVPD.

```
13
Properties=species:S:1:pos:R:3:forces:R:3:nbo_charge:R:1
S -0.827928 0.155984 -0.282288 -0.377 1.494 -0.163 1.600
P 1.555709 1.885361 -0.282596 0.973 -0.316 1.057 1.505
O -0.083045 1.778471 -0.340620 0.697 -0.669 -0.226 -1.059
O -2.376933 -1.981347 0.125724 0.330 -1.614 -3.920 -0.969
O 0.032804 -0.751431 -1.081662 0.069 -0.058 0.101 -1.042
O 1.994815 0.726938 0.889967 0.392 2.223 -1.025 -1.045
O 2.068997 0.998454 -1.514418 -0.717 -1.471 -1.088 -1.053
N -0.568212 -0.160903 1.237466 0.646 -1.069 -0.784 -1.247
H -1.697376 -1.606542 0.653708 0.980 0.567 1.897 0.476
H -1.020873 0.577213 1.722190 -0.749 0.745 0.833 0.350
H 1.134333 0.364225 1.079915 -1.142 -1.331 1.183 0.490
H 1.598125 0.091482 -1.463715 0.786 1.508 -0.149 0.524
H -1.810417 -2.077905 -0.743672 -1.889 -0.008 2.284 0.470
```
Forces are in eV/Å.

As for the multiplicity: 1. The net charge is -1. As for the gap between HOMO and LUMO: 8.26 eV. Its highest occupied orbital energy is -0.16438 hartree.

Entry 4:
2 unconnected molecules or ions with the total composition H5NOSi, computed with wB97M-V/def2-TZVPD.

```
8
Properties=species:S:1:pos:R:3:forces:R:3:nbo_charge:R:1
Si -0.447034 0.391699 -0.031513 1.447 0.241 1.398 1.582
O -1.555267 -0.784023 -0.240153 -0.166 -0.289 0.224 -1.128
N 1.329104 0.268794 -0.146363 -0.561 -0.381 4.422 -1.156
H -0.598805 0.846428 1.431042 -0.218 -0.163 -1.197 -0.218
H 1.811901 -0.190945 1.545891 -1.033 0.717 -4.275 0.263
H 1.781756 -0.333561 -0.800075 0.600 -0.790 -0.166 0.363
H -1.709796 -1.606379 -0.705055 0.397 0.322 -0.063 0.529
H -0.611858 1.407986 -1.053774 -0.466 0.343 -0.343 -0.236
```
Forces are in eV/Å.

As for the multiplicity: 1. As for the gap between HOMO and LUMO (alpha / beta): 9.05 / 9.20 eV. Its highest occupied orbital energy (alpha / beta) is -0.36389 / -0.36749 hartree.

Entry 5:
H5NOSi in the gas phase, computed with wB97M-V/def2-TZVPD.

```
8
Properties=species:S:1:pos:R:3:forces:R:3:nbo_charge:R:1
Si -0.301166 0.718705 -0.062258 1.658 -2.452 -0.440 1.630
O -1.460398 -0.405371 -0.244693 -1.324 1.017 0.451 -1.122
N 1.077733 -0.322164 0.054239 1.472 -1.827 1.357 -1.341
H 1.974997 -0.194315 0.616409 -1.962 -0.097 -1.169 0.397
H 0.658758 -1.265065 0.288061 1.171 1.364 -0.172 0.380
H -0.431137 1.252500 1.233701 -0.765 1.363 0.946 -0.235
H -1.545509 -1.253342 -0.643686 0.265 -0.435 -0.555 0.519
H 0.026724 1.469053 -1.241770 -0.516 1.067 -0.418 -0.227
```
Forces are in eV/Å.

As for the multiplicity: 1. As for the gap between HOMO and LUMO: 10.21 eV. Its highest occupied orbital energy is -0.34402 hartree.

Entry 6:
2 unconnected molecules or ions with the total composition H5NOSi, computed with wB97M-V/def2-TZVPD.

```
8
Properties=species:S:1:pos:R:3:forces:R:3:nbo_charge:R:1
Si -0.295730 1.486769 -0.558360 1.914 -0.698 1.058 0.788
O 0.680370 -0.998176 -0.390141 -0.998 0.169 2.113 -0.460
N 0.167282 -1.744165 0.687610 0.152 3.736 -1.183 -0.497
H 0.046786 -2.667770 0.489759 -0.546 -2.883 -1.312 0.335
H 0.619045 -1.644618 1.568689 0.892 0.635 0.383 0.328
H -1.542202 1.348135 -1.231475 -0.817 -0.035 -0.599 -0.185
H 0.859247 2.078594 -1.405531 -1.002 -0.363 0.745 -0.149
H -0.534798 2.141229 0.839448 0.404 -0.561 -1.204 -0.159
```
Forces are in eV/Å.

As for the multiplicity: 1. As for the gap between HOMO and LUMO (alpha / beta): 8.34 / 6.69 eV. Its highest occupied orbital energy (alpha / beta) is -0.32525 / -0.26667 hartree.

The calculation returns the following DFT total energy values, one per record and in order: -132.98261; -890.91188; -1173.60478; -422.39154; -422.51586; -422.29002 hartree.
The calculation returns the following ΔE to the lowest compared entry with this formula, charge and spin values, one per record and in order: 0.279; 2.124; 0.000; 3.937; 0.554; 6.700 eV.